[1]
C31H57FeN4O2P2 | the ωB97M-V functional and the def2-TZVPD basis

Element x y z (Å)
C1 -0.79 -0.76 1.19
H1 -0.61 -2.54 -0.42
H2 0.77 -0.24 3.89
H3 2.11 3.72 0.12
C2 -0.88 -2.29 -1.46
C3 -0.27 2.77 1.31
H4 -1.89 -0.45 -3.23
C4 1.63 3.05 -4.26
C5 -4.17 -0.91 0.89
C6 4.25 2.46 1.16
C7 -4.07 -2.28 1.56
C8 -5.45 -0.80 0.05
H5 -4.15 -3.11 0.85
N1 -0.86 1.91 0.46
H6 -0.91 2.29 -3.05
H7 -4.29 -2.87 -1.41
N2 0.94 0.46 -1.97
O1 1.59 -3.01 1.02
H8 2.20 0.77 -5.59
H9 3.85 3.20 1.87
C9 -3.21 -3.08 -1.41
Fe1 0.09 0.26 -0.09
H10 3.61 0.57 4.71
C10 3.84 0.76 -0.59
H11 -3.45 3.86 -0.57
H12 1.43 -6.16 1.44
H13 0.65 -4.18 3.39
H14 -5.12 -0.09 2.66
H15 -5.50 0.13 -0.52
C11 -0.72 4.08 1.45
H16 4.92 3.01 0.47
H17 -3.64 -0.74 -2.97
H18 -1.01 2.89 -4.71
H19 0.82 1.52 -6.40
H20 3.40 -1.56 1.66
H21 4.30 -0.05 0.00
H22 -3.01 -3.74 -2.27
H23 2.66 -5.72 -0.26
H24 -4.89 -2.38 2.29
C12 -2.64 -1.20 -2.94
H25 -1.24 1.17 -4.39
H26 2.37 1.75 4.26
H27 4.61 -0.25 1.84
C13 1.12 0.97 -5.50
C14 1.66 -0.79 3.55
H28 0.58 0.02 -5.49
H29 1.68 2.55 -1.14
C15 -2.13 2.23 -0.07
N3 1.18 -5.20 1.63
H30 3.96 1.78 3.48
H31 1.51 3.61 -3.32
H32 2.14 -1.23 4.43
H33 -3.97 1.50 -0.88
H34 -5.56 -1.63 -0.66
H35 -4.42 1.15 1.60
H36 -0.04 -5.82 3.18
H37 4.64 1.25 -1.16
C16 -0.66 2.05 -4.09
C17 3.18 1.13 3.87
H38 -6.32 -0.82 0.72
H39 -3.12 -2.40 2.10
C18 -3.02 1.19 -0.44
C19 0.23 -4.89 2.66
C20 -2.52 3.60 -0.06
C21 2.50 2.92 -0.52
C22 3.16 1.81 0.31
C23 -4.26 0.15 2.01
C24 -1.81 4.52 0.70
C25 0.91 2.29 2.16
H40 -0.69 -4.44 2.25
C26 3.80 -0.80 2.34
H41 3.04 -4.09 -0.71
H42 -2.94 -3.65 -0.51
H43 -2.09 5.57 0.71
H44 3.15 0.30 -1.30
N4 2.69 -4.74 -0.03
C27 -2.35 -1.82 -1.57
H45 4.88 1.74 1.69
H46 -2.63 -2.00 -3.70
H47 0.52 1.91 3.12
P1 -2.64 -0.55 -0.16
C28 1.28 0.92 -3.01
H48 -0.19 4.71 2.16
H49 1.34 -1.61 2.90
H50 1.31 3.71 -5.08
H51 3.25 3.34 -1.20
C29 1.79 -4.23 0.88
H52 1.58 3.13 2.40
H53 4.24 -1.31 3.20
P2 1.82 0.92 1.34
O2 -0.98 -1.32 2.23
C30 0.84 1.76 -4.24
C31 2.67 0.11 2.83
H54 -0.16 -1.52 -1.82
H55 2.69 2.84 -4.40
H56 -3.36 0.18 2.63
H57 -0.73 -3.20 -2.06

Total charge = +1
LUMO energy (spin up / spin down) = -2.85 / -3.32 eV
Multiplicity = 5

Atomic partial charges in e from the Löwdin method, atoms 1 to 6: atom 1 (C): -0.33, atom 2 (H): 0.06, atom 3 (H): 0.08, atom 4 (H): 0.09, atom 5 (C): -0.11, atom 6 (C): -0.34



[2]
C20H22CaN4OS3 | the ωB97M-V functional and the def2-TZVPD basis

Element x y z (Å)
C1 -1.43 3.24 -0.72
H1 -2.53 3.50 1.47
H2 -4.34 0.81 2.84
C2 1.76 -4.12 -2.32
C3 1.77 -2.92 -3.02
C4 -1.21 1.85 -0.57
C5 1.11 2.41 -0.09
C6 -0.44 4.18 -0.55
O1 -2.21 1.05 -0.69
H3 2.96 -1.34 -3.82
N1 -3.54 1.42 2.83
H4 -4.64 3.17 2.69
H5 0.61 -5.93 -2.27
S1 -2.25 -0.84 2.58
C7 2.96 -2.26 -3.25
C8 -2.52 3.59 2.56
C9 0.85 3.76 -0.20
H6 -3.77 2.97 4.22
H7 2.10 -1.40 -0.28
N2 -0.37 -0.91 -0.26
C10 4.15 -3.96 -2.06
C11 0.13 1.42 -0.29
S2 0.02 -4.77 -0.29
N3 0.05 -2.19 -0.19
H8 -2.43 3.54 -1.00
H9 1.63 4.48 -0.04
H10 -0.65 5.23 -0.67
C12 -2.34 0.83 2.74
H11 5.08 -4.36 -1.68
H12 -1.11 3.20 4.16
H13 5.08 -2.24 -2.94
C13 2.96 -4.63 -1.83
Ca1 -2.50 -0.77 -0.16
H14 -0.35 1.07 2.81
S3 -2.39 -3.21 -0.93
H15 2.12 2.11 0.15
C14 -3.71 2.83 3.14
H16 -2.59 4.64 2.83
C15 0.49 -4.86 -2.07
H17 2.44 0.01 0.71
C16 -0.76 -3.16 -0.42
C17 0.52 0.03 -0.25
H18 2.95 -5.55 -1.27
C18 -1.22 2.99 3.09
N4 -1.23 1.56 2.86
H19 0.84 -2.52 -3.40
H20 2.51 0.14 -1.06
H21 -0.37 3.43 2.56
C19 4.15 -2.77 -2.77
C20 1.99 -0.32 -0.22
H22 -0.35 -4.47 -2.63

Total charge = 0
LUMO energy = 0.04 eV

Atomic partial charges in e from the Löwdin method, atoms 1 to 6: atom 1 (C): -0.05, atom 2 (H): 0.09, atom 3 (H): 0.13, atom 4 (C): -0.32, atom 5 (C): -0.05, atom 6 (C): -0.38



[3]
C2H8N3O | the ωB97M-V functional and the def2-TZVPD basis

Element x y z (Å)
H1 1.32 -1.30 -1.55
H2 -1.34 1.33 1.82
C1 0.75 -1.47 -0.73
N1 0.65 1.12 -0.46
H3 -2.07 0.21 0.17
H4 1.26 -1.64 0.13
H5 0.05 -2.14 -1.07
N2 -1.15 -0.04 0.47
H6 -0.58 0.00 -1.55
H7 1.65 0.96 -0.36
H8 0.14 0.41 2.08
O1 0.06 2.02 0.22
C2 -0.11 -0.17 -0.65
N3 -0.63 0.71 1.48

Total charge = +1
LUMO energy (spin up / spin down) = -5.82 / -5.48 eV
SMILES = C[C@@H](NN)[NH+]=O

Atomic partial charges in e from the Löwdin method, atoms 1 to 6: atom 1 (H): 0.06, atom 2 (H): 0.16, atom 3 (C): 0.05, atom 4 (N): -0.04, atom 5 (H): 0.15, atom 6 (H): 0.06



Question: What is the formula in the third record?
Answer: C2H8N3O



Repeat the second record exactly.
C20H22CaN4OS3 | the ωB97M-V functional and the def2-TZVPD basis

Element x y z (Å)
C1 -1.43 3.24 -0.72
H1 -2.53 3.50 1.47
H2 -4.34 0.81 2.84
C2 1.76 -4.12 -2.32
C3 1.77 -2.92 -3.02
C4 -1.21 1.85 -0.57
C5 1.11 2.41 -0.09
C6 -0.44 4.18 -0.55
O1 -2.21 1.05 -0.69
H3 2.96 -1.34 -3.82
N1 -3.54 1.42 2.83
H4 -4.64 3.17 2.69
H5 0.61 -5.93 -2.27
S1 -2.25 -0.84 2.58
C7 2.96 -2.26 -3.25
C8 -2.52 3.59 2.56
C9 0.85 3.76 -0.20
H6 -3.77 2.97 4.22
H7 2.10 -1.40 -0.28
N2 -0.37 -0.91 -0.26
C10 4.15 -3.96 -2.06
C11 0.13 1.42 -0.29
S2 0.02 -4.77 -0.29
N3 0.05 -2.19 -0.19
H8 -2.43 3.54 -1.00
H9 1.63 4.48 -0.04
H10 -0.65 5.23 -0.67
C12 -2.34 0.83 2.74
H11 5.08 -4.36 -1.68
H12 -1.11 3.20 4.16
H13 5.08 -2.24 -2.94
C13 2.96 -4.63 -1.83
Ca1 -2.50 -0.77 -0.16
H14 -0.35 1.07 2.81
S3 -2.39 -3.21 -0.93
H15 2.12 2.11 0.15
C14 -3.71 2.83 3.14
H16 -2.59 4.64 2.83
C15 0.49 -4.86 -2.07
H17 2.44 0.01 0.71
C16 -0.76 -3.16 -0.42
C17 0.52 0.03 -0.25
H18 2.95 -5.55 -1.27
C18 -1.22 2.99 3.09
N4 -1.23 1.56 2.86
H19 0.84 -2.52 -3.40
H20 2.51 0.14 -1.06
H21 -0.37 3.43 2.56
C19 4.15 -2.77 -2.77
C20 1.99 -0.32 -0.22
H22 -0.35 -4.47 -2.63

Total charge = 0
LUMO energy = 0.04 eV

Atomic partial charges in e from the Löwdin method, atoms 1 to 6: atom 1 (C): -0.05, atom 2 (H): 0.09, atom 3 (H): 0.13, atom 4 (C): -0.32, atom 5 (C): -0.05, atom 6 (C): -0.38



Question: Look up the total charge of the third one.
Answer: +1